Record 1
The following is a quantum chemistry calculation of a cluster of 2 separate species, C8H9FO3 in total at a distorted geometry, from the OMol25 dataset.

Element x y z (Å)
1 C -3.1933 -0.3320 0.0827
2 C -2.6661 0.4002 -0.9929
3 C -2.3219 -0.7866 0.9928
4 C -1.3118 0.7803 -1.0289
5 C -0.9610 -0.5159 0.9934
6 C -0.5178 0.2586 -0.0254
7 C 3.0688 0.2285 0.6824
8 C 0.9055 0.5535 -0.1688
9 O 1.3389 1.2403 -1.2363
10 O 1.7031 0.4299 0.9152
11 O 1.3883 -1.1994 -1.1081
12 F 1.3298 -2.2461 -0.1812
13 H -4.2341 -0.5340 0.1519
14 H -3.2224 0.7903 -1.7737
15 H -2.6420 -1.5025 1.6764
16 H -0.7688 1.1100 -1.8504
17 H -0.4493 -0.7953 1.9161
18 H 3.2424 -0.3122 -0.2469
19 H 3.4830 -0.1926 1.6745
20 H 3.4827 1.2888 0.7127
21 H 2.3459 1.3362 -1.1853

- E_tot (eV) = -17295.9950
- Kohn-Sham gap (eV) = 9.0
- energy relative to the best compared isomer or geometry (same formula, charge and spin) (kJ/mol) = 561.3
- LUMO level (eV) = 0.25
- net charge = 0
- HOMO (eV) = -8.78

Mulliken atomic charge list, values in e, 8 entries: atom 1 (C): -0.58, atom 2 (C): -0.55, atom 3 (C): -0.43, atom 4 (C): -0.62, atom 5 (C): -0.55, atom 6 (C): 0.74, atom 7 (C): -0.97, atom 8 (C): 0.60

Record 2
The following is a quantum chemistry calculation of a cluster of 2 separate species, C8H9FO6 in total at a distorted geometry, from the OMol25 dataset.

Element x y z (Å)
1 C -0.2641 0.0597 -0.2666
2 C -0.1982 0.6055 1.0264
3 C 0.4412 -1.0306 -0.6309
4 C 0.6155 -0.0228 1.9694
5 C 1.2595 -1.7495 0.3710
6 C 1.2755 -1.2071 1.6462
7 C -1.8123 2.3133 -1.7590
8 C -1.3734 0.9769 -2.1384
9 O -1.0027 1.7243 1.3469
10 O 0.3594 -1.5761 -1.9189
11 O 0.7480 0.5861 3.1896
12 O 1.7747 -3.0011 -0.0506
13 O 2.1425 -1.8413 2.6384
14 O -0.4593 0.8070 -3.0894
15 F -2.2620 -0.1093 -2.0969
16 H -2.4955 2.5945 -2.5223
17 H -2.2390 2.3716 -0.7695
18 H -0.9984 3.1556 -1.5389
19 H -0.4161 2.3950 1.5920
20 H 0.8050 -2.4921 -1.7924
21 H 0.2723 0.1581 3.9823
22 H 1.9519 -3.5336 0.7397
23 H 2.1785 -1.1157 3.3271
24 H -0.3031 -0.0686 -3.2552

- E_tot (eV) = -23440.1070
- Kohn-Sham gap (eV) = 8.2
- LUMO level (eV) = 0.26
- net charge = 0
- HOMO (eV) = -7.98

Mulliken atomic charge list, values in e, 8 entries: atom 1 (C): -0.83, atom 2 (C): -0.01, atom 3 (C): 0.63, atom 4 (C): 0.70, atom 5 (C): 0.36, atom 6 (C): 0.28, atom 7 (C): -1.15, atom 8 (C): 0.77

Record 3
The following is a quantum chemistry calculation of the molecule C8H9FS at a distorted geometry, from the OMol25 dataset.

Element x y z (Å)
1 C -2.7881 -0.1109 1.0238
2 C -1.8588 -0.9636 1.4774
3 C -1.6108 0.2834 -1.1360
4 C -2.5624 0.5740 -0.2306
5 C -0.6393 -1.3431 0.7287
6 C -0.3494 -0.6904 -0.5884
7 C 1.4837 0.8168 -0.2427
8 C 0.9669 -0.3102 -1.1552
9 F -3.5465 1.4336 -0.6686
10 S -0.9231 -2.4725 -0.6527
11 H -3.5296 0.1869 1.7313
12 H -1.9671 -1.3084 2.4331
13 H -1.2225 0.9391 -1.8615
14 H 0.2671 -1.5784 1.2962
15 H 0.6340 1.5763 -0.0741
16 H 2.3085 1.4238 -0.7267
17 H 1.7536 0.5823 0.8593
18 H 1.7257 -1.1297 -0.9949
19 H 0.9177 0.1260 -2.1712

- E_tot (eV) = -21992.1384
- Kohn-Sham gap (eV) = 8.9
- energy relative to the best compared isomer or geometry (same formula, charge and spin) (kJ/mol) = 113.1
- SMILES string = CC[C@]12C=C(F)C=C[C@H]1S2
- LUMO level (eV) = 0.27
- net charge = 0
- HOMO (eV) = -8.67

Mulliken atomic charge list, values in e, 8 entries: atom 1 (C): -0.55, atom 2 (C): -0.60, atom 3 (C): -0.86, atom 4 (C): 0.83, atom 5 (C): -0.69, atom 6 (C): 0.66, atom 7 (C): -0.97, atom 8 (C): -0.47

Record 4
The following is a quantum chemistry calculation of the ion C8H9IN with charge +1 at a distorted geometry, from the OMol25 dataset.

Element x y z (Å)
1 C -1.8609 -2.1278 -0.1790
2 C -1.3024 -2.0025 1.0613
3 C -1.2054 -1.6189 -1.2962
4 C -0.2301 -1.1274 1.2389
5 C -0.0208 -0.9224 -1.1353
6 C 0.7399 2.7868 0.0726
7 C 0.9880 1.6306 -0.5187
8 C 1.2383 0.4486 0.3240
9 N 0.3378 -0.6080 0.1697
10 I 3.4071 -0.5582 -0.0533
11 H -2.8897 -2.4267 -0.3992
12 H -1.6006 -2.5704 1.9715
13 H -1.4687 -1.7730 -2.3668
14 H 0.0944 -0.8848 2.2759
15 H 0.7070 -0.5845 -1.9203
16 H 0.4458 3.6391 -0.4318
17 H 0.6181 3.0313 1.1938
18 H 0.8005 1.3424 -1.5486
19 H 1.2650 0.5939 1.4531

- E_tot (eV) = -18023.8376
- Kohn-Sham gap (eV) = 7.8
- energy relative to the best compared isomer or geometry (same formula, charge and spin) (kJ/mol) = 46.4
- SMILES string = C=C[C@H](I)[n+]1ccccc1
- LUMO level (eV) = -5.26
- net charge = +1
- HOMO (eV) = -13.07

Mulliken atomic charge list, values in e, 8 entries: atom 1 (C): -0.20, atom 2 (C): -0.54, atom 3 (C): -0.73, atom 4 (C): 0.24, atom 5 (C): 0.13, atom 6 (C): -0.85, atom 7 (C): 0.25, atom 8 (C): -0.98

Record 5
The following is a quantum chemistry calculation of the molecule C8H9N at a distorted geometry, from the OMol25 dataset.

Element x y z (Å)
1 C -0.6075 0.9820 -1.3179
2 C -1.3594 0.1255 -2.1133
3 C 0.0051 0.4993 -0.0388
4 C -0.6999 -2.0084 -0.9677
5 C 0.2252 -0.9469 -0.1245
6 C 1.4373 -1.4792 0.2285
7 C 0.3295 1.2457 1.0202
8 C 0.5868 0.7842 2.4327
9 N -1.3952 -1.2934 -1.8508
10 H -0.7584 2.0431 -1.4216
11 H -1.9822 0.5160 -2.9640
12 H 2.3152 -0.8380 0.4624
13 H 1.5791 -2.4437 -0.1924
14 H 0.4134 2.3440 0.8324
15 H -0.2677 1.0949 3.0122
16 H 1.4071 1.4411 2.8948
17 H 0.6026 -0.2650 2.6784
18 H -1.8311 -1.8009 -2.5706

- E_tot (eV) = -9927.6304
- Kohn-Sham gap (eV) = 8.1
- energy relative to the best compared isomer or geometry (same formula, charge and spin) (kJ/mol) = 382.3
- LUMO level (eV) = 0.15
- net charge = 0
- HOMO (eV) = -7.93

Mulliken atomic charge list, values in e, 8 entries: atom 1 (C): -0.80, atom 2 (C): -0.26, atom 3 (C): 0.74, atom 4 (C): -0.63, atom 5 (C): 0.53, atom 6 (C): -1.02, atom 7 (C): -0.29, atom 8 (C): -1.22

Record 6
The following is a quantum chemistry calculation of the ion C8H9N2 with charge +1 at a distorted geometry, from the OMol25 dataset.

Element x y z (Å)
1 C -3.3074 0.7019 0.2112
2 C -2.1428 1.4070 0.2399
3 C -3.2506 -0.6514 -0.1380
4 C -0.8927 0.8394 -0.0331
5 C -2.0166 -1.3255 -0.3869
6 C -0.7361 -0.5369 -0.3102
7 C 0.3813 -1.2931 -0.6073
8 C 4.1503 0.1073 0.0096
9 N 2.9723 -0.0036 -0.7388
10 N 1.9477 -0.4483 -0.2475
11 H -4.2977 1.1678 0.3419
12 H -2.1538 2.4759 0.5156
13 H -4.2449 -1.3432 -0.1592
14 H 0.0640 1.3847 0.0301
15 H -2.0418 -2.3914 -0.5984
16 H 4.5015 -0.7827 0.5773
17 H 4.9597 0.6873 -0.4270
18 H 4.0394 0.7387 0.9540
19 H 2.0683 -0.7341 0.7665

- E_tot (eV) = -11408.6644
- Kohn-Sham gap (eV) = 8.0
- energy relative to the best compared isomer or geometry (same formula, charge and spin) (kJ/mol) = 497.9
- LUMO level (eV) = -5.99
- net charge = +1
- HOMO (eV) = -14.03

Mulliken atomic charge list, values in e, 8 entries: atom 1 (C): -0.31, atom 2 (C): -0.46, atom 3 (C): -0.28, atom 4 (C): -0.24, atom 5 (C): -0.41, atom 6 (C): 0.87, atom 7 (C): -0.50, atom 8 (C): -0.85

Record 7
The following is a quantum chemistry calculation of the ion C8H9N2O2 with charge -1 at a distorted geometry, from the OMol25 dataset.

Element x y z (Å)
1 C -0.1851 2.4014 -0.3511
2 C 1.2122 2.4699 -0.1304
3 C -0.7708 1.1101 -0.3844
4 C 1.9438 1.3292 0.0321
5 C -0.0548 -0.0129 -0.1644
6 C 1.3714 0.0434 0.0861
7 C -0.6781 -1.3912 -0.1560
8 C -1.2223 -1.6500 1.2962
9 N 2.0894 -1.0748 0.4796
10 N -1.8595 -1.2872 -1.0974
11 O 3.2714 -1.1735 0.1623
12 O 0.1952 -2.3399 -0.5857
13 H -0.6606 3.3261 -0.6790
14 H 1.6394 3.4357 -0.0885
15 H -1.8352 0.9345 -0.4003
16 H 2.9425 1.3944 0.3291
17 H -0.9804 -0.7435 1.9340
18 H -0.4437 -2.3401 1.6657
19 H -2.2996 -1.9442 1.4064
20 H -1.8141 -0.4734 -1.6066
21 H -1.8612 -2.0143 -1.7477

- E_tot (eV) = -15514.2042
- Kohn-Sham gap (alpha / beta) (eV) = 6.6 / 6.6
- energy relative to the best compared isomer or geometry (same formula, charge and spin) (kJ/mol) = 311.0
- SMILES string = C[C@](N)([O-])c1ccccc1N=O
- LUMO level (alpha / beta) (eV) = 3.33 / 3.33
- net charge = -1
- HOMO (alpha / beta) (eV) = -3.30 / -3.30

Mulliken atomic charge list, values in e, 8 entries: atom 1 (C): -0.85, atom 2 (C): -0.41, atom 3 (C): -0.42, atom 4 (C): -0.43, atom 5 (C): -0.24, atom 6 (C): 0.20, atom 7 (C): 1.92, atom 8 (C): -1.58

Record 8
The following is a quantum chemistry calculation of the ion C8H9N2O3 with charge -1 at a distorted geometry, from the OMol25 dataset.

Element x y z (Å)
1 C 0.4497 2.2775 -0.0808
2 C -0.7741 1.5795 0.1181
3 C 1.6071 1.5578 -0.0567
4 C -0.7935 0.1703 0.1956
5 C 1.6638 0.1293 0.1657
6 C 0.4344 -0.5643 0.2918
7 C 4.2761 0.0232 0.0372
8 C -2.1637 -0.4351 0.3199
9 N 2.8436 -0.4612 0.0431
10 N 0.4804 -1.9993 0.2615
11 O -0.1347 -2.3864 -0.9316
12 O 5.0194 -0.9389 0.1570
13 O 4.5591 1.2061 -0.0988
14 H 0.6149 3.3606 -0.1282
15 H -1.7315 2.1205 -0.0006
16 H 2.5742 2.0144 -0.0926
17 H -2.4706 -0.8145 1.3161
18 H -2.8684 0.2915 -0.0758
19 H -2.4401 -1.2945 -0.4063
20 H 3.0793 -1.4721 0.2043
21 H 0.1340 -1.6371 -1.5322
22 H 1.3753 -2.3648 0.2422

- E_tot (eV) = -17564.5530
- Kohn-Sham gap (eV) = 7.5
- energy relative to the best compared isomer or geometry (same formula, charge and spin) (kJ/mol) = 0.0
- SMILES string = Cc1cccc(NC(=O)[O-])c1NO
- LUMO level (eV) = 3.40
- net charge = -1
- HOMO (eV) = -4.13

Mulliken atomic charge list, values in e, 8 entries: atom 1 (C): -0.73, atom 2 (C): -0.55, atom 3 (C): -0.47, atom 4 (C): 1.06, atom 5 (C): 0.74, atom 6 (C): -0.57, atom 7 (C): 0.47, atom 8 (C): -1.26

Record 9
The following is a quantum chemistry calculation of a cluster of 2 separate species, C8H9N4O4S2 in total at a distorted geometry, from the OMol25 dataset.

Element x y z (Å)
1 C -0.6368 -1.0036 3.5207
2 C -0.3449 -1.9634 2.3884
3 O -0.1602 -1.1872 1.1887
4 C 0.1022 -1.8526 0.0186
5 S 0.3683 -0.9320 -1.3430
6 S 0.1171 -3.5195 0.0940
7 H -0.5329 -1.5560 4.4584
8 H 0.0422 -0.1499 3.5399
9 H -1.6634 -0.6340 3.4591
10 H 0.5540 -2.5505 2.6391
11 H -1.1911 -2.6664 2.3014
12 C -6.8488 2.1444 0.3092
13 O -7.0932 3.2829 -0.5524
14 C -6.3110 3.3127 -1.6296
15 N -6.5132 4.3483 -2.4617
16 C -5.7419 4.3602 -3.5309
17 N -5.6829 5.2846 -4.5619
18 O -4.7096 4.8346 -5.4040
19 N -4.1038 3.5432 -4.8820
20 O -3.2219 3.0271 -5.5380
21 C -4.7706 3.2912 -3.7279
22 C -4.6236 2.2707 -2.7956
23 N -5.4350 2.3122 -1.7396
24 H -7.5770 2.2742 1.1093
25 H -7.0091 1.2066 -0.2306
26 H -5.8248 2.1635 0.6933
27 H -3.8869 1.4792 -2.9357

- E_tot (eV) = -44258.8330
- Kohn-Sham gap (eV) = 3.2
- energy relative to the best compared isomer or geometry (same formula, charge and spin) (kJ/mol) = 8.9
- LUMO level (eV) = -0.04
- net charge = -1
- HOMO (eV) = -3.26

Mulliken atomic charge list, values in e, 8 entries: atom 1 (C): -1.18, atom 2 (C): -0.26, atom 3 (O): -0.27, atom 4 (C): 0.11, atom 5 (S): -0.46, atom 6 (S): -0.51, atom 7 (H): 0.36, atom 8 (H): 0.31